Entry 1:
C6H24N12O6 | ωB97M-V with the def2-TZVPD basis set

Cartesian coordinates (Å):
1 C 3.7507 -0.3366 -0.1026
2 O 4.2921 -1.3753 -0.4536
3 N 3.4069 -0.0304 1.1855
4 N 3.4488 0.6722 -0.9751
5 H 3.0120 0.8678 1.3815
6 H 3.5317 -0.7057 1.9130
7 H 3.9316 0.5933 -1.8535
8 H 2.8847 1.4824 -0.7490
9 C -1.1646 -1.6673 -5.2889
10 O -0.0175 -1.8960 -4.9110
11 N -1.4434 -1.5151 -6.6197
12 N -2.2127 -1.4644 -4.4535
13 H -2.2464 -0.9728 -6.8754
14 H -0.6575 -1.6567 -7.2264
15 H -3.1558 -1.5479 -4.7850
16 H -2.0731 -1.5595 -3.4530
17 C 0.7437 0.9116 3.9494
18 O -0.2013 1.5781 4.3593
19 N 0.5835 -0.1629 3.1228
20 N 2.0372 1.2190 4.2705
21 H -0.3593 -0.4463 2.8751
22 H 1.3212 -0.8428 3.0844
23 H 2.2056 1.9978 4.8784
24 H 2.7876 0.5740 4.1079
25 C 0.7757 3.0196 0.5432
26 O 1.2413 2.1595 -0.2199
27 N 0.4408 4.2798 0.1318
28 N 0.3531 2.7108 1.8026
29 H -0.0039 4.8802 0.7980
30 H 0.9419 4.6542 -0.6541
31 H 0.3499 1.7547 2.1197
32 H -0.1780 3.4202 2.2682
33 C -0.8837 -0.3320 -1.1953
34 O -1.9118 -0.9701 -1.5233
35 N -0.2862 -0.4799 0.0094
36 N -0.3264 0.5905 -2.0090
37 H -0.8045 -0.9984 0.7069
38 H 0.3487 0.2553 0.2745
39 H -0.6177 0.6195 -2.9679
40 H 0.4242 1.1613 -1.6359
41 C -2.6567 -2.2192 1.8902
42 O -1.7890 -1.3934 2.1776
43 N -3.1392 -2.3596 0.6301
44 N -3.2394 -3.0490 2.8161
45 H -2.6350 -1.8240 -0.0844
46 H -3.9166 -2.9546 0.4351
47 H -4.1062 -3.4952 2.5999
48 H -2.7869 -3.1470 3.7055

## Properties
Frontier orbital gap = 0.35335 hartree
Relative energy (zero: lowest compared OMol25 entry of this formula, charge and spin) = 0.300 eV
E_LUMO = 0.378 eV
SMILES = NC(N)=O.NC(N)=O.NC(N)=O.NC(N)=O.NC(N)=O.NC(N)=O

Entry 2:
C8H15N5S2 | ωB97M-V with the def2-TZVPD basis set

Cartesian coordinates (Å):
1 C 0.1907 0.2466 0.0973
2 C 0.8065 0.1094 -1.1790
3 C 1.2091 0.5718 0.9730
4 C -2.0767 1.3574 -0.1530
5 C 0.2020 -0.4582 -2.4620
6 C 3.6017 1.0955 0.5945
7 C -1.2768 -1.6862 1.5218
8 C -2.1821 -2.0422 -0.5895
9 N 2.0892 0.2881 -1.0856
10 N 2.3791 0.5066 0.2379
11 N 1.0838 1.0702 2.2622
12 N -1.2158 0.1606 0.1335
13 N -1.9921 -0.9571 0.5046
14 S -3.6952 1.2976 -0.2070
15 S -1.1990 2.7145 -0.8679
16 H -0.7338 0.0579 -2.6891
17 H 0.9834 -0.2411 -3.1436
18 H 0.0313 -1.5942 -2.5373
19 H 4.0080 1.8265 -0.2346
20 H 3.7429 1.3821 1.6480
21 H 4.3852 0.2851 0.3992
22 H -1.1950 -1.1424 2.4760
23 H -1.8196 -2.6598 1.5675
24 H -0.3353 -1.9458 1.0454
25 H -2.7803 -2.8484 -0.1152
26 H -2.8122 -1.5546 -1.3753
27 H -1.2335 -2.4103 -0.9856
28 H 0.1459 1.2686 2.4854
29 H 1.8156 1.6555 2.5720
30 H -2.1272 3.6464 -0.8934

## Properties
Frontier orbital gap = 0.31098 hartree
E_LUMO = 0.520 eV
SMILES = Cc1nn(C)c(N)c1N(C(=S)S)N(C)C

Entry 3:
C10H11NOS2 | ωB97M-V with the def2-TZVPD basis set

Cartesian coordinates (Å):
1 C 0.1428 -2.7388 1.1786
2 C 0.3999 -1.8293 2.1482
3 C -0.1314 -2.3036 -0.1295
4 C -0.1414 -0.9694 -0.4359
5 C 0.3258 -0.4233 1.9029
6 C -0.1832 0.6981 -2.3830
7 C -0.3084 -0.6235 -1.9099
8 C -0.1379 1.3554 0.3964
9 C 1.0558 2.1953 0.6251
10 C -1.5037 1.9319 0.4813
11 N 0.0164 -0.0395 0.5542
12 O 0.4641 0.4371 2.7523
13 S 0.1929 1.6369 -3.5845
14 S 0.8836 -1.8679 -2.8536
15 H 0.1741 -3.7980 1.3873
16 H 0.6386 -2.1092 3.1616
17 H -0.2700 -3.0348 -0.9065
18 H -1.2936 -0.9861 -2.2247
19 H 1.1491 2.4215 1.6911
20 H 0.9775 3.1376 0.0840
21 H 1.9588 1.6673 0.3277
22 H -1.7587 2.1009 1.5359
23 H -2.2512 1.2626 0.0602
24 H -1.5520 2.8964 -0.0210
25 H 1.1520 -1.0174 -3.8384

## Properties
Frontier orbital gap (alpha / beta) = 0.25253 / 0.25560 hartree
Relative energy (zero: lowest compared OMol25 entry of this formula, charge and spin) = 2.331 eV
E_LUMO (alpha / beta) = -0.862 / -0.795 eV

Entry 4:
C28H29F6GeN2PS5SbW | ωB97M-V with the def2-TZVPD basis set

Cartesian coordinates (Å):
1 W 0.0780 -0.5321 1.2553
2 C 1.0532 2.6601 2.5099
3 N 1.7556 1.4594 1.9835
4 C 2.6693 1.9090 0.9035
5 C 2.0265 2.7296 -0.2137
6 N 0.8306 2.1895 -0.8683
7 C -0.1875 3.2220 -1.0615
8 C 1.1338 1.4686 -2.0661
9 C 1.1728 2.1005 -3.3058
10 C 1.5013 1.4036 -4.4557
11 C 1.8068 0.0503 -4.3909
12 C 1.7720 -0.5947 -3.1687
13 C 1.4283 0.1058 -2.0134
14 S 1.6120 -0.7361 -0.4745
15 C 2.4979 0.8756 3.0866
16 C 3.8688 0.9456 3.2138
17 C 4.5010 0.4224 4.3404
18 C 3.7782 -0.1668 5.3690
19 C 2.4123 -0.2758 5.2431
20 C 1.7591 0.2104 4.0977
21 S 0.1143 -0.1942 3.8604
22 H 1.7929 3.3998 2.8307
23 H 0.4267 2.3950 3.3550
24 H 0.4261 3.0881 1.7378
25 H 3.1958 1.0405 0.5165
26 H 3.4097 2.5872 1.3434
27 H 2.8232 2.8924 -0.9501
28 H 1.7813 3.7193 0.1706
29 H 0.1915 4.1136 -1.5757
30 H -0.5752 3.5418 -0.0925
31 H -1.0171 2.8102 -1.6328
32 H 0.9417 3.1557 -3.3730
33 H 1.5275 1.9240 -5.4041
34 H 2.0741 -0.4987 -5.2834
35 H 2.0103 -1.6482 -3.0962
36 H 4.4876 1.3956 2.4525
37 H 5.5787 0.4882 4.4086
38 H 4.2858 -0.5642 6.2362
39 H 1.8179 -0.7815 5.9928
40 S -4.6487 -0.8987 1.1261
41 Sb -2.9469 -0.2144 2.5638
42 S -1.4116 1.1904 1.1867
43 S -1.3515 -2.0902 2.1321
44 F 1.8448 -1.4205 1.9586
45 P 2.2686 -3.3980 2.1234
46 F 3.2133 -3.1235 0.8905
47 F 1.0259 -3.4896 1.0870
48 F 3.3805 -2.8718 3.1118
49 F 1.2055 -3.3311 3.3048
50 F 2.5408 -4.9094 2.2371
51 Ge -1.3859 -1.2318 -1.0585
52 C -2.1552 0.2673 -2.0490
53 C -1.7515 0.3952 -3.3790
54 C -2.3216 1.3459 -4.2154
55 C -3.3168 2.1839 -3.7345
56 C -3.7446 2.0543 -2.4183
57 C -3.1715 1.1048 -1.5888
58 C -2.8610 -2.4998 -0.7024
59 C -2.6204 -3.7789 -0.2058
60 C -3.6406 -4.7090 -0.1096
61 C -4.9363 -4.3864 -0.5153
62 C -5.1982 -3.1342 -1.0289
63 C -4.1693 -2.1876 -1.1198
64 H -0.4755 -1.9930 -2.0250
65 H -0.9761 -0.2479 -3.7801
66 H -1.9872 1.4254 -5.2420
67 H -3.7661 2.9260 -4.3815
68 H -4.5319 2.6928 -2.0379
69 H -3.5395 1.0162 -0.5733
70 H -1.6187 -4.0659 0.0955
71 H -3.4269 -5.6988 0.2730
72 H -5.7257 -5.1217 -0.4366
73 H -6.1928 -2.8710 -1.3636
74 H -4.3698 -1.2405 -1.6060

## Properties
Frontier orbital gap (alpha / beta) = 0.20955 / 0.17413 hartree
Relative energy (zero: lowest compared OMol25 entry of this formula, charge and spin) = 4.404 eV
E_LUMO (alpha / beta) = -4.844 / -5.802 eV
Total charge = +1
Multiplicity = 3
<S²> = 2.19

| no. | total energy (hartree) |
| --- | --- |
| 1 | -1351.8045 |
| 2 | -1383.8647 |
| 3 | -1313.8892 |
| 4 | -6509.5893 |